No. 1
Entry from the OMol25 dataset: 9 unconnected molecules or ions with the total composition C63H94N2O18 (ωB97M-V/def2-TZVPD).

Summary:
E in eV: -106694.557
HOMO-LUMO gap in Ha: 0.32375
Structure (SMILES): CCCCCC[C@@]1(O)NC(=O)[C@@](CCc2ccccc2)(Cc2ccccc2)[C@@]1(CCC)NCCC.O=C1CCCO1.O=C1CCCO1.O=C1CCCO1.O=C1CCCO1.O=C1CCCO1.O=C1CCCO1.O=C1CCCO1.O=C1CCCO1

Geometry as ORCA input:
```
! wB97M-V def2-TZVPD RIJCOSX def2/J DEFGRID3
* xyz 0 1
O 0.14602 -1.05418 -8.27333
O 5.00685 -5.85453 -9.48081
O 0.82649 7.19701 2.30149
O -0.96691 8.51337 2.16157
O 0.30714 -3.13352 -7.46916
O 0.80749 2.70779 3.78615
O -4.74093 1.87233 9.18568
O 2.11449 0.00393 -3.24559
O -3.47303 -2.23234 -10.92398
O -0.66786 -0.38342 0.80070
O -3.75991 3.15961 10.72257
O 3.89968 -4.87091 -7.81490
O -3.11824 -0.36640 -12.09284
O -0.61616 -7.33639 -8.06646
O 3.45948 -1.77495 -3.34381
O -2.98832 5.20988 4.68467
O 0.61575 -9.16588 -8.41128
O -3.61281 7.28134 5.23240
N 1.04065 -2.05654 2.79726
N -0.38547 1.26043 2.44942
C 3.06478 0.95388 -0.45254
C -1.78424 4.41494 4.73894
C -1.28763 0.50632 6.37392
C 0.68300 1.82790 6.62032
C 2.60950 -1.10103 -3.85056
C -2.13300 8.63022 1.32726
C -2.95748 -0.51156 2.30054
C 0.01810 2.65427 7.50920
C -0.64224 5.42053 4.72708
C 2.87382 0.59704 4.16128
C -4.20542 0.95372 11.38795
C 3.83227 -3.56673 -7.20428
C -0.15139 7.53575 1.70377
C -1.31113 2.41508 7.83589
C -3.93718 1.79628 12.63409
C 1.04668 -0.61173 2.56530
C 1.98564 0.95406 0.63117
C 1.91322 -1.31661 -5.18072
C -0.42004 -0.16694 2.17557
C 5.55305 -3.55607 -8.83101
C 1.26983 0.03927 -5.44112
C 3.91750 5.04447 2.28184
C 0.74525 -0.21936 5.08580
C 3.66659 5.70125 3.47507
C 0.61594 1.59183 3.37315
C -4.29984 1.99558 10.28871
C -0.38231 -2.09683 -7.99737
C -2.86584 -1.65469 -11.77821
C -3.21085 2.99963 12.04144
C 1.96368 -0.40178 1.33607
C 1.79305 -7.28143 -7.65920
C 1.03968 0.56236 -4.02938
C 3.82197 2.90416 3.40284
C -4.08298 -0.75499 3.31135
C 2.48136 -5.12033 4.04059
C 5.18921 -2.93015 -7.48339
C 0.45528 -7.87405 -8.05750
C -0.55873 -4.29245 -7.35130
C -1.59923 -0.79375 2.95138
C -1.97205 -3.73170 -7.31412
C 3.61371 3.58234 4.60227
C -1.75404 -2.18714 -12.66280
C 3.99634 3.65865 2.25312
C -6.61787 -2.29072 4.35397
C 4.83754 -4.89377 -8.78882
C 3.91144 1.39040 3.34387
C -5.46957 -0.73114 2.68362
C 2.35523 -4.17156 2.84606
C -2.74390 6.46408 5.13096
C -1.12388 -0.91086 -13.21886
C -1.83097 -2.48756 -8.19129
C 0.04080 0.73754 6.02672
C -1.96287 1.33273 7.26453
C 2.79390 -8.27582 -8.24170
C 3.53185 4.96141 4.63727
C -1.72163 8.03118 -0.01504
C 1.98615 -9.56961 -8.21949
C -2.30984 0.04795 -13.20813
C -0.71603 6.96449 0.41741
C 2.27921 -2.68896 3.26285
C -1.26844 6.60879 5.45424
C 1.39426 0.35321 3.75805
C -6.58568 -0.89485 3.71634
H -3.37298 0.28911 11.14999
H 2.84956 -6.10069 3.74508
H -2.91412 -0.02908 -14.11437
H 3.62562 -3.69524 -6.14451
H 4.04474 5.60120 1.36256
H 0.05756 -1.03003 4.88147
H 3.14719 -2.14926 2.89560
H 1.90399 -6.27731 -8.05406
H 0.08272 6.78775 -0.29705
H -5.12270 0.37421 11.43500
H 2.91205 0.07103 -1.06800
H -1.06886 -2.79756 -12.08087
H 0.53773 3.49030 7.96058
H 2.62464 -1.59600 -5.94796
H -0.90181 7.57134 5.10681
H -2.40756 9.68020 1.27179
H -6.29896 -3.04352 3.63123
H -1.81234 -0.35110 5.96924
H 5.15361 -2.98768 -9.67265
H 3.00631 -3.02134 -7.66470
H -2.71405 -4.44416 -7.66501
H 0.31047 -2.30612 3.44508
H 1.02607 1.15904 0.16398
H -3.37299 3.92269 12.59172
H 1.46784 -4.40354 2.26057
H 4.18191 3.15671 1.31222
H -4.88255 2.11551 13.07397
H -1.80417 3.81302 5.65058
H 1.71678 2.04453 6.39747
H -0.67684 -1.02216 -14.20407
H -0.40777 5.70400 3.70435
H -3.35957 1.28990 13.40410
H -2.48574 -1.66962 -7.90525
H 5.15388 -1.84299 -7.48762
H -1.19851 6.01464 0.65594
H -2.03021 1.08711 -13.05738
H 3.72864 -8.34594 -7.69144
H 3.56923 6.77771 3.49350
H -0.27762 -4.83839 -6.45472
H -3.12131 -1.17628 1.45410
H -1.77232 3.75065 3.87860
H -1.21998 8.78750 -0.62011
H 2.33680 -2.64478 4.35921
H -0.39152 -4.93196 -8.21406
H 1.97873 0.68596 -5.95992
H -1.84700 3.04885 8.53115
H 1.68293 -1.15681 0.59981
H -1.64268 -0.36652 3.94763
H 0.36565 -0.00429 -6.03978
H -2.94671 8.07639 1.79965
H -3.92630 -1.74779 3.74929
H 3.50242 3.03708 5.53067
H 3.24331 -4.30937 2.22708
H 3.34218 5.47564 5.57105
H -3.01434 0.52959 1.97413
H -1.98668 -2.71230 -9.24502
H -6.45943 -0.14887 4.50500
H 6.61903 -3.70572 -8.97555
H 1.53261 -5.22396 4.56904
H 3.97101 1.07880 2.30880
H 2.83071 1.11197 5.12033
H -2.13644 2.82780 11.94583
H 2.24912 -10.26393 -9.01311
H 3.29993 -0.38176 4.39002
H 4.07152 0.89948 -0.03357
H 1.08506 1.64582 -3.95368
H 5.90727 -3.24207 -6.72453
H 1.17601 -2.11206 -5.06489
H -5.55883 -1.55667 1.97039
H 2.15737 1.75731 1.34484
H 4.88409 1.13250 3.77788
H -7.55035 -0.69605 3.24750
H -2.56636 7.64845 -0.58335
H -1.15211 6.54703 6.53837
H 3.19812 -4.71536 4.75944
H 2.99091 -0.64909 1.60783
H 1.83347 -7.24180 -6.56853
H 1.57774 -0.66432 5.63612
H -4.03560 -0.01877 4.11908
H 2.05442 -10.08632 -7.25970
H 2.96800 1.81791 -1.10962
H -0.35431 -0.55263 -12.53438
H -7.61943 -2.54763 4.69536
H -2.23427 -3.44251 -6.29463
H -2.20781 -2.80286 -13.44105
H -2.99729 1.12703 7.50821
H 0.09608 0.21667 -3.60160
H 0.26724 5.03052 5.17671
H -5.62722 0.20629 2.14499
H -1.50588 -1.87740 3.02246
H -0.40576 -1.29677 0.62843
H -5.95934 -2.34188 5.22102
H 3.03199 -7.99762 -9.26799
H -1.27357 1.65487 2.73719
*
```


No. 2
Entry from the OMol25 dataset: 15 unconnected molecules or ions with the total composition C64H134N7O24 in a non-equilibrium geometry (ωB97M-V/def2-TZVPD).

Summary:
E in eV: -128115.447
HOMO-LUMO gap in Ha: 0.25835

Geometry as ORCA input:
```
! wB97M-V def2-TZVPD RIJCOSX def2/J DEFGRID3
* xyz -1 1
O 6.25115 3.13697 -3.33214
O 7.20744 4.66545 -2.06883
O 5.03103 4.02723 -1.61878
O 2.89290 -3.21680 -5.21102
O -1.84699 0.86251 -4.13476
O -4.82328 -0.46347 5.54787
O -2.24539 -2.58483 -1.17273
O 2.71738 1.13759 5.65918
O 3.62958 -0.46178 -0.53054
O 2.17306 0.20492 1.05902
O 3.20024 -0.29839 4.02422
O 3.48835 -4.85952 -6.59865
O 1.37900 -4.58797 -6.21997
O -4.20631 2.86495 2.21614
O -2.48562 -1.28987 -3.76927
O -2.55953 -3.87022 0.61145
O 4.15900 -0.61576 1.63678
O -4.34250 -3.26650 -0.66736
O -3.35952 3.88850 4.04644
O -4.13159 1.62599 5.56416
O 2.22023 1.62523 3.51247
O -2.66148 -0.44864 -5.84458
O -5.36246 0.91056 3.83295
O -2.55581 4.23181 1.99621
N -6.07997 -2.61852 -4.15929
N -5.27266 -3.09061 3.28090
N 5.60164 2.60021 1.46732
N 5.05576 0.30578 -4.73543
N 1.00399 -3.63895 -0.59544
N -0.26757 3.30298 5.83556
N -0.78288 1.59497 -0.40263
C -1.49740 0.23079 -0.15548
C 4.92784 0.30132 -3.17885
C -5.72920 -3.65263 -6.28666
C -3.90761 -2.51113 3.23628
C 5.67815 -1.02445 -2.79581
C -1.23605 1.27945 7.14527
C 3.87269 1.14211 -5.19188
C -0.84057 5.59740 5.70820
C 6.06805 3.88852 -2.34982
C 4.14805 1.09711 -7.84787
C -7.44276 -2.68265 -4.84920
C -4.83348 0.59315 4.91403
C -2.29774 -0.24335 -4.46484
C 1.18084 2.61096 -1.63284
C 6.33550 0.72673 -5.30784
C -7.38849 -3.23383 4.51738
C 5.59753 1.96187 2.86811
C -2.88249 -3.31710 4.03615
C 0.17299 -4.79218 -0.16309
C -5.80790 -1.41588 -3.21297
C -5.89198 -3.84177 -3.29460
C 1.49051 -2.10512 -2.60862
C -0.43371 2.10299 0.97805
C -1.81400 2.48644 -0.98733
C 1.83299 2.36269 -2.97242
C 2.49263 -4.12887 -0.37724
C -5.11309 -2.67409 -5.31192
C 2.50564 -4.15614 -5.94591
C 0.90977 -2.47705 0.28152
C 4.86754 -1.16478 -4.98326
C 5.68773 -1.91026 -4.02360
C -2.20377 0.44208 1.20007
C 0.61110 -1.45401 -3.70678
C 7.89329 2.98309 0.79109
C 3.30905 -0.30741 0.65679
C -7.23087 -3.49916 -6.15158
C -0.57612 1.80734 5.86228
C -3.09779 -3.29096 -0.35719
C -1.68091 -2.40826 3.96956
C 4.21748 3.15171 1.25277
C 0.37298 1.38156 -1.36719
C -5.29875 -4.47940 2.63053
C 2.91332 -3.62768 1.02873
C -5.28127 0.99299 -3.22088
C 7.29252 1.88950 -0.10649
C -6.29282 -2.21728 2.65317
C -5.91098 -3.28726 4.67040
C -0.34504 0.85982 8.29484
C -7.65970 -2.73683 3.07167
C 3.86009 4.40167 2.06651
C 5.95352 1.52326 0.49850
C -1.30991 4.21834 6.31017
C -3.32411 3.69951 2.81023
C -0.11165 5.20286 4.38087
C -0.12547 3.68816 4.38854
C 6.63057 3.71174 1.22079
C 1.66005 -2.88413 1.54388
C 0.75307 -3.31639 -2.03260
C -6.03502 -0.12257 -3.97083
C 3.26665 0.76085 -6.58223
C 2.62100 5.01823 1.45358
C 1.09231 3.50697 6.53825
C -1.11702 1.22186 2.01663
C 2.69585 0.81270 4.46702
H -4.15890 -3.01800 -4.82280
H 3.53825 0.73951 -8.72879
H -4.74822 -1.55353 -3.01995
H -7.72341 -1.62594 -5.02173
H -7.64168 -2.95225 -6.96608
H -1.72676 6.14055 5.35062
H -5.58980 -2.41776 5.20904
H 7.17275 2.28205 -1.13433
H -6.09196 -2.06795 1.52579
H -5.50725 -4.69131 -5.96724
H -2.79015 -2.20878 -1.89730
H 3.44909 2.44810 1.47782
H -3.20425 -3.45806 5.10822
H -3.98271 -1.48779 3.73102
H -7.69137 -4.46426 -5.98173
H -0.10989 0.99476 -2.25958
H -4.71495 -5.18560 3.19809
H -0.88155 -2.85240 4.52096
H -4.04914 2.42725 4.99966
H 6.68680 -0.97889 -2.46079
H 8.57809 3.60335 0.18634
H -2.22230 0.29914 -6.29970
H 4.36952 2.15366 -7.79750
H 3.17772 0.94490 -4.36446
H -5.55601 -4.25111 5.02328
H 7.78240 4.34894 -2.83551
H -0.69956 -0.52258 -0.08650
H 0.91357 3.80352 7.56937
H -5.50290 1.98430 -3.53928
H -2.75046 -4.31214 3.64983
H 1.66005 2.56691 6.34871
H -6.36184 -1.54493 -2.24170
H -6.04885 -4.82170 -3.79854
H 6.82644 4.26426 2.19649
H 2.92629 -0.28803 -6.56592
H 8.37094 2.50323 1.68650
H -5.03529 -4.45701 1.58721
H -8.19536 -3.05846 -4.18193
H 6.09733 0.91571 -6.35788
H 4.31117 -4.39651 -6.49164
H 2.95730 -3.69318 -1.25580
H -7.87172 -2.63580 5.27543
H 6.99767 -0.19304 -5.20981
H 0.76192 3.22610 3.94523
H 3.52441 4.14379 3.11862
H 0.61630 3.48979 -1.70470
H 1.72712 -1.40601 -1.83443
H -3.07550 1.05537 1.23155
H 2.51998 -2.40001 -2.93499
H 0.27610 1.38008 5.46649
H -5.38275 -3.45319 -7.31087
H -0.95072 3.30571 3.85750
H -0.06298 -2.29743 0.58670
H -1.81178 1.76985 2.69133
H -0.29878 -3.05520 -2.16800
H 1.63126 4.32031 6.05393
H -4.65095 2.31932 2.87905
H 2.36515 6.01876 1.80155
H 1.11593 -0.56582 -4.12819
H -1.38803 1.59266 5.19226
H -4.17905 0.80318 -3.26494
H -1.71907 0.32130 6.83017
H -1.50647 3.52143 -1.11966
H -4.86120 -3.80876 -2.83303
H 1.06936 -3.55427 2.17050
H 1.12925 2.42391 -3.80274
H 3.77277 -2.96785 0.98796
H -8.38820 -1.89676 3.08390
H -0.80271 -4.42567 -0.03420
H 5.41952 1.26155 -2.99128
H -2.14639 -0.03218 -0.95609
H -0.37111 0.63209 2.56599
H 0.40843 -2.16056 -4.52529
H 5.21257 -1.32927 -1.82149
H 5.23323 -2.86628 -3.90409
H -1.38882 4.11614 7.41885
H -2.65994 2.47613 -0.28922
H -7.96204 -3.59072 2.50415
H 3.20795 -4.49790 1.60762
H 6.06193 4.38070 0.54599
H 7.85789 1.00713 -0.11223
H 4.71049 5.12280 2.10206
H -3.67553 -2.42753 2.18030
H 5.01236 2.56897 3.62818
H 5.06608 0.52172 -7.82462
H 5.14794 1.58192 -0.21945
H 3.84363 -1.44552 -4.73733
H 2.14012 1.32245 -3.03791
H -2.05275 2.13429 -1.97902
H 0.89752 5.55893 4.41860
H 4.15973 3.45845 0.20524
H 2.72786 5.04317 0.34681
H 6.61054 1.77702 3.16402
H 1.95661 2.79197 -0.93000
H -0.67563 5.58565 3.55427
H 0.55007 -5.01651 0.82166
H 2.11585 1.07631 2.70592
H -6.69356 -3.77369 -2.58624
H 6.64911 -2.13807 -4.39095
H 5.92049 0.55104 1.01868
H 1.95668 -2.03061 2.03888
H 3.92246 0.20641 -2.90387
H -1.43989 -2.36542 2.93289
H 2.34229 1.33849 -6.77039
H 6.78084 1.58540 -4.87408
H 3.66183 -0.46866 2.50752
H 0.62357 0.48312 7.90513
H 2.44903 -5.25886 -0.39976
H -1.83638 -1.34715 4.32053
H 1.81956 4.36832 1.73546
H -0.66513 3.15915 1.04638
H -6.16225 -1.19887 3.06167
H 4.13858 2.20177 -5.15122
H 0.91876 -4.26723 -2.51685
H -0.85596 0.16491 8.99349
H 5.11785 -1.26073 -6.03963
H 2.81836 2.86452 -3.17871
H 0.29302 -5.55682 -0.88696
H -7.05863 0.17209 -3.90363
H -0.31383 -1.14644 -3.29742
H 5.11839 0.97475 2.79653
H -7.83341 -4.23746 4.66936
H 0.65231 1.85716 0.98396
H -5.51045 0.97690 -2.14452
H -0.16044 6.20512 6.28772
H 0.96956 0.64880 -0.82581
H -6.37213 -4.72863 2.56150
H 1.36572 -1.65905 -0.14813
H -2.39599 -0.51316 1.72472
H -0.04475 1.69082 8.90021
H -5.77360 -0.20428 -5.03254
H -2.11833 1.82811 7.42777
H -2.32603 4.00710 5.97341
H -4.97703 -1.69044 -5.64894
*
```


Number 1: HOMO level -8.42 eV. Number 2: HOMO level -5.58 eV.